Entry 1:
ORCA calculation (the ωB97M-V functional and the def2-TZVPD basis) on 4 unconnected molecules or ions with the total composition C28H32ClN5O2 at a distorted geometry.

```
68
Properties=species:S:1:pos:R:3:forces:R:3:mulliken_charge:R:1
C 3.75593 -1.54072 2.03888 0.41 -0.91 -0.16 -0.75
C 4.47403 -2.15678 1.06491 -0.58 0.12 0.05 -0.20
C 5.15386 -1.46510 -0.16468 0.20 0.39 0.68 -0.37
C 4.35090 -0.27193 -0.77910 0.70 2.49 -0.87 0.57
C 5.12338 0.94628 -1.07585 -2.81 -0.74 -0.31 -0.62
C 4.46681 2.13448 -1.70310 -2.15 -1.94 0.17 -0.73
C 3.05370 2.05268 -2.00076 1.32 -0.58 0.57 0.64
Cl 2.27833 3.48866 -2.78237 0.68 -1.42 0.79 -0.21
C 2.19144 0.84540 -1.70358 2.17 1.71 -0.35 -0.07
N 0.84601 0.93550 -2.05273 1.16 -3.83 1.89 -0.52
C 0.23460 -0.22970 -1.70785 -1.16 -0.12 -0.37 0.76
C -1.31934 -0.31359 -1.99560 0.79 0.80 0.04 -0.79
C -2.20599 0.29899 -0.82358 -0.19 -0.66 0.53 -0.52
C -1.43452 0.59409 0.52296 -0.97 0.98 0.39 -0.49
C -0.81307 2.06120 0.58493 0.28 -1.25 -0.56 0.15
O -0.63538 2.40835 2.00570 1.51 -0.57 -0.53 -0.40
C 0.75535 2.35781 2.22807 0.86 1.16 -0.09 0.19
O 1.47175 3.29472 1.98928 -0.92 -0.76 0.30 -0.44
C 0.87376 -1.43928 -1.10214 1.36 1.37 -0.30 -0.69
N 2.19875 -1.49779 -0.81838 -2.23 1.67 -1.10 -0.34
C 2.87699 -0.31501 -1.10553 1.03 0.32 0.09 0.47
H 3.73331 -0.44528 2.25166 -0.16 -0.95 -0.68 0.27
H 3.14392 -2.19929 2.71693 1.01 0.86 -0.48 0.23
H 4.55753 -3.27965 1.11686 -0.29 1.30 -0.28 0.20
H 5.45435 -2.19658 -0.97477 -0.66 0.62 0.96 0.15
H 6.13791 -1.04464 0.21408 -1.03 -0.36 -0.57 0.31
H 6.20993 0.99784 -0.83321 -1.09 -0.13 -0.21 0.29
H 5.00843 3.07300 -1.97167 -0.46 -1.08 0.39 0.37
H -1.60305 -1.39113 -2.16770 0.28 1.22 0.03 0.30
H -1.50078 0.32400 -2.91047 0.22 -1.04 0.79 0.31
H -3.01410 -0.46422 -0.60193 0.89 0.89 -0.15 0.31
H -2.77297 1.23154 -1.12293 0.84 -0.97 0.13 0.28
H -2.21848 0.58901 1.34389 0.88 0.00 -0.86 0.39
H -0.68610 -0.19086 0.82014 -0.58 0.78 -0.48 0.24
H 0.20326 2.11527 0.10678 -1.14 -0.07 0.17 0.04
H -1.45609 2.81388 0.05647 0.47 -0.69 0.79 -0.05
H 1.27092 1.42218 2.59642 -1.34 0.33 -0.13 0.31
H 0.23915 -2.33596 -0.87189 0.73 1.00 -0.32 0.33
C -5.42278 3.89553 0.25866 0.09 0.03 -0.13 -0.60
C -5.97131 3.47328 1.49620 -0.05 -0.03 0.20 -0.47
C -4.92482 3.10197 2.30119 0.06 -0.05 0.00 -0.60
N -3.76548 3.27891 1.59627 -0.05 0.01 -0.03 0.14
C -4.05994 3.76747 0.35172 0.06 -0.09 0.01 -0.44
H -5.96525 4.25405 -0.60280 0.04 0.01 0.05 0.49
H -7.01570 3.44546 1.76672 0.06 0.01 0.00 0.53
H -4.90498 2.72676 3.31192 -0.03 0.03 -0.06 0.41
H -2.83916 3.08070 1.94127 -0.06 0.09 0.04 0.20
H -3.27722 3.98010 -0.35884 -0.09 0.05 0.01 0.43
C -8.66136 0.41950 0.73331 0.11 0.09 0.00 -0.24
C -9.69582 -0.35996 0.15353 -0.09 -0.07 -0.11 -0.59
C -9.77425 -0.01430 -1.17106 -0.06 0.00 -0.07 -0.46
N -8.82972 0.94738 -1.41229 -0.01 -0.09 0.09 0.01
C -8.14382 1.21350 -0.25769 0.05 0.11 -0.05 -0.27
H -8.33273 0.39949 1.76084 0.00 0.01 -0.07 0.42
H -10.31244 -1.09209 0.65145 0.03 0.04 -0.04 0.39
H -10.41882 -0.36698 -1.96037 0.02 0.01 0.07 0.37
H -8.66493 1.38912 -2.29993 -0.01 -0.05 0.10 0.19
H -7.35047 1.94333 -0.24140 -0.02 -0.08 0.04 0.17
C 8.86742 -4.60242 0.38316 0.01 0.12 -0.09 -0.46
C 8.33041 -5.79086 0.94160 -0.11 -0.12 0.02 -0.40
C 7.07564 -5.95945 0.41484 -0.06 -0.03 0.04 -0.51
N 6.83226 -4.91569 -0.43714 0.06 -0.01 0.01 0.02
C 7.92211 -4.08706 -0.46564 -0.04 0.09 -0.02 -0.44
H 9.83782 -4.17438 0.58056 -0.06 -0.02 -0.02 0.41
H 8.81032 -6.44859 1.64937 -0.04 0.04 -0.05 0.39
H 6.33642 -6.72850 0.57255 0.06 0.04 0.01 0.38
H 5.98493 -4.77946 -0.96113 0.10 -0.04 0.04 0.23
H 7.92924 -3.20421 -1.08505 0.04 -0.05 0.04 0.41
```
Forces are in eV/Å.

Computed properties:
frontier orbital gap	7.286	eV
2S+1	1
SMILES	C=CCc1ccc(Cl)c2nc(CCCCOC=O)cnc12.c1cc[nH]c1.c1cc[nH]c1.c1cc[nH]c1
highest occupied orbital energy	-8.192	eV
electronic energy	-53618.618	eV

Entry 2:
ORCA calculation (the ωB97M-V functional and the def2-TZVPD basis) on a molecular structure, C30H86HfN7O10 at a distorted geometry.

```
134
Properties=species:S:1:pos:R:3:forces:R:3:mulliken_charge:R:1
Hf -32.03677 -1.23247 8.56499 -3.68 6.26 3.31 0.78
C -31.69293 2.81424 9.57757 -0.15 -0.37 0.80 -0.62
C -32.62025 2.23184 8.50450 1.15 1.69 0.44 0.54
O -32.88109 0.85701 8.64844 2.03 -5.02 -0.72 0.67
H -30.64941 2.54056 9.41412 0.01 0.14 -0.12 0.36
H -31.92977 2.48164 10.59025 0.02 -0.16 -0.07 0.19
H -31.80608 3.89878 9.65601 0.24 0.05 -0.43 -0.17
H -32.09525 2.53445 7.59050 -0.44 -0.75 -0.43 0.12
H -33.53636 2.82993 8.52857 -0.42 -0.63 -0.08 -0.22
O -31.72211 -0.74250 10.98105 0.48 -0.64 -1.25 -0.55
H -32.34768 -0.11686 11.49061 -0.85 0.38 -0.32 0.58
H -31.24639 -1.24841 11.65566 0.17 -0.12 -0.23 0.31
O -34.05892 -1.45957 9.80027 1.31 -0.50 -0.87 -0.38
H -34.69374 -0.77327 10.13306 -0.41 -0.07 -0.05 0.35
H -34.41735 -2.29936 10.12769 -0.05 0.01 -0.06 0.27
C -23.85818 2.19592 12.38666 -0.56 -0.37 0.11 -1.39
C -24.97664 3.21873 12.42258 -0.04 -0.01 0.98 0.34
C -26.17974 2.93586 11.48483 -0.38 -0.22 -0.11 -0.59
O -27.14620 3.94306 11.71793 0.28 0.37 -0.37 -0.37
C -28.42490 3.70212 11.18511 -0.01 0.64 0.14 -0.36
N -25.53056 3.32950 13.79119 -0.76 0.03 -1.42 -0.57
H -23.52784 1.94008 11.38165 0.06 0.20 -0.04 0.37
H -24.22477 1.27741 12.85392 0.17 -0.07 -0.02 0.33
H -23.02987 2.56955 12.98318 0.10 -0.07 -0.10 0.36
H -24.56346 4.21351 12.23966 -0.22 -0.01 -0.50 0.32
H -26.68715 1.98193 11.69529 0.49 -0.23 0.33 0.33
H -25.86598 2.86013 10.43505 0.12 0.40 -0.03 0.30
H -28.81551 2.74881 11.55649 -0.12 -0.08 -0.21 0.54
H -28.46953 3.78798 10.09251 0.29 -0.47 -0.10 -0.06
H -29.05641 4.52801 11.51617 -0.07 -0.15 0.26 0.09
H -26.26012 4.03446 13.66998 0.21 0.20 0.76 0.35
H -26.03819 2.48152 14.04589 0.46 -0.13 0.30 0.30
C -34.70595 -0.10809 3.47963 -0.99 0.68 0.26 -1.36
C -33.37800 0.50399 3.92755 -0.48 -1.00 -0.54 0.17
C -33.59890 1.47469 5.06798 0.54 0.62 0.23 1.02
O -34.20843 2.62674 4.53912 0.00 -0.27 -0.06 -0.43
C -34.49387 3.63355 5.47513 -0.62 0.08 -0.32 -0.37
N -32.47031 -0.60862 4.29461 -0.12 0.19 0.96 -0.67
H -34.62076 -0.80483 2.64891 0.15 -0.01 0.02 0.41
H -35.44469 0.65381 3.20956 0.35 0.16 -0.33 0.34
H -35.22747 -0.58717 4.31819 0.40 -0.36 0.05 0.30
H -32.92028 1.01672 3.08210 0.05 0.23 0.16 0.36
H -32.64106 1.75188 5.53882 0.17 -0.06 -0.18 -0.25
H -34.20525 1.05496 5.88638 -0.22 -0.24 -0.15 -0.61
H -35.01770 4.41716 4.92788 0.28 0.11 -0.06 0.47
H -33.59159 4.04967 5.93589 0.01 -0.08 0.11 0.18
H -35.22853 3.29924 6.22198 0.30 -0.20 0.25 0.00
H -32.42123 -1.26066 3.51719 0.34 0.15 -0.12 0.32
H -32.97126 -1.14811 4.99461 -0.20 -0.15 -0.02 0.19
C -37.94042 5.78041 5.59981 1.04 -1.03 0.09 -1.40
C -37.85698 5.58482 7.12936 -0.54 0.45 -0.98 0.60
C -36.49294 5.95031 7.73778 -0.04 -0.95 -0.20 -0.29
O -36.47638 5.40233 9.04235 -0.36 -0.27 0.31 -0.25
C -35.30402 5.53732 9.78126 0.66 0.89 0.35 -0.78
N -38.95583 6.30738 7.73455 0.31 0.63 1.57 -0.54
H -38.90674 5.48004 5.20321 -0.29 0.53 0.30 0.40
H -37.28688 5.01377 5.16313 0.25 0.30 -0.09 0.23
H -37.60780 6.74934 5.23463 -0.25 0.14 0.07 0.35
H -38.01918 4.51228 7.25872 0.01 0.02 0.44 -0.03
H -36.33706 7.03216 7.76254 0.10 0.03 -0.10 0.44
H -35.71959 5.43179 7.15512 0.15 0.39 -0.18 -0.02
H -34.47230 4.86066 9.53037 -0.31 -0.39 -0.33 0.09
H -35.53877 5.41414 10.83802 -0.14 -0.18 -0.04 0.35
H -34.85398 6.53620 9.69446 -0.24 0.12 -0.11 0.42
H -39.03481 6.12190 8.73780 -0.19 -0.66 -0.25 0.30
H -38.74660 7.30624 7.80173 -0.18 0.02 -0.85 0.31
C -36.32121 0.25993 8.18378 -0.28 0.82 0.34 -1.24
C -36.36399 0.78332 9.62707 -1.12 0.08 -1.11 1.92
C -37.33800 1.95175 9.70888 0.19 0.99 0.55 -0.45
O -38.68252 1.59681 9.69160 0.18 -0.52 -0.38 -0.45
C -39.54839 2.71571 9.85608 0.30 -0.08 0.49 -0.42
N -36.64376 -0.33849 10.52499 0.96 0.38 0.51 -0.47
H -37.33644 0.08914 7.82084 -0.02 -0.23 0.17 0.51
H -35.74222 -0.65489 8.09576 0.15 0.05 -0.27 0.28
H -35.95014 1.09083 7.58185 0.35 -0.36 -0.28 -0.06
H -35.43204 1.29802 9.88885 0.35 -0.53 -0.01 -1.07
H -37.08469 2.66995 8.91319 -0.11 -0.11 -0.22 -0.15
H -37.08222 2.52948 10.61563 -0.28 -0.13 0.26 0.32
H -39.23729 3.54580 9.21797 -0.13 -0.03 -0.15 0.01
H -39.49729 3.04042 10.90005 -0.07 0.14 -0.02 0.30
H -40.56225 2.39675 9.64023 0.03 -0.01 -0.15 0.33
H -37.45696 -0.85551 10.20820 -0.02 0.04 -0.10 0.31
H -36.88561 0.02900 11.44188 -0.10 -0.20 0.05 0.24
C -27.00305 6.25826 4.24886 -0.16 -0.19 0.26 -1.35
C -26.54247 5.84843 5.68283 0.38 0.18 -0.39 0.29
C -27.38570 4.72126 6.25042 0.30 0.34 -0.02 -0.63
O -28.74804 5.07708 6.20492 0.49 -0.37 0.75 -0.35
C -29.57411 4.04821 6.76646 -0.10 1.19 -1.24 -0.64
N -25.14166 5.45621 5.58952 -1.04 0.13 -0.35 -0.51
H -26.24170 6.87266 3.77273 -0.13 0.17 0.01 0.49
H -27.94786 6.79894 4.31991 0.03 0.00 -0.07 0.29
H -27.13629 5.35766 3.64736 -0.04 0.01 -0.02 0.34
H -26.57574 6.73059 6.32824 -0.18 -0.03 -0.01 0.31
H -27.06455 4.57358 7.28927 -0.04 -0.26 0.00 0.19
H -27.19932 3.81120 5.66216 0.00 -0.09 0.08 0.60
H -29.82714 3.42132 5.90622 -0.33 -0.46 0.40 0.39
H -30.43360 4.62390 7.10973 -0.29 -0.51 0.18 -0.01
H -29.12400 3.47250 7.57700 0.21 0.15 0.02 0.37
H -24.65359 6.23620 5.15974 0.55 -0.25 0.24 0.32
H -25.04834 4.62112 5.01492 0.35 0.01 0.14 0.30
C -28.96320 7.20488 8.98823 0.18 -0.93 -0.15 -0.93
C -30.45466 7.47710 8.84072 -0.16 -0.48 0.37 1.28
C -31.22721 7.42815 10.15217 -1.04 0.34 1.09 -1.05
O -31.15014 6.17232 10.81145 0.53 -0.22 -0.44 0.10
C -31.73657 6.21127 12.09100 -0.16 -0.48 0.32 -0.88
N -30.69756 8.72817 8.16088 0.04 0.32 0.44 -0.61
H -28.74932 6.30392 9.57076 -0.47 0.02 0.23 -0.01
H -28.38400 7.98407 9.48265 -0.21 0.34 -0.24 0.52
H -28.55094 6.94100 8.01329 0.08 0.55 -0.11 0.13
H -30.94712 6.67150 8.27893 0.39 0.01 -0.38 -0.35
H -32.29788 7.60108 9.95736 0.05 0.14 -0.31 0.19
H -30.96156 8.23620 10.84805 0.45 -0.06 -0.09 0.42
H -31.61008 5.24012 12.57695 0.31 -0.05 -0.18 0.13
H -32.82469 6.34211 12.04534 0.05 0.48 -0.07 0.28
H -31.25139 6.95528 12.72601 -0.23 0.16 -0.01 0.44
H -30.19823 9.48732 8.61775 0.19 -0.03 -0.24 0.31
H -31.67402 9.00581 8.15813 -0.03 -0.21 -0.23 0.28
C -34.33934 3.24425 12.72859 0.47 0.48 1.36 -1.15
C -33.45211 2.02379 12.98085 0.53 0.80 -1.18 0.68
C -33.66449 1.31242 14.29079 -0.37 -0.05 0.56 -0.86
O -33.56144 2.22515 15.34236 -0.23 0.50 -0.29 -0.33
C -33.73845 1.64917 16.62176 0.57 -0.48 0.42 -0.76
N -33.57969 1.05568 11.84177 -0.10 0.08 0.79 -0.28
H -35.41348 3.06410 12.79457 -0.01 -0.15 -0.46 0.38
H -33.99614 3.80732 11.85899 -0.41 -0.39 -0.42 -0.06
H -34.13096 3.95320 13.53825 -0.12 -0.15 0.13 0.55
H -32.44557 2.44119 12.85763 0.21 -0.36 0.64 0.22
H -32.95122 0.48488 14.41676 0.02 -0.01 -0.12 0.43
H -34.68438 0.89150 14.31774 0.06 -0.22 -0.23 0.42
H -33.95160 2.42299 17.35341 0.09 0.20 -0.20 0.26
H -32.80189 1.14923 16.89276 -0.10 -0.04 0.22 0.31
H -34.54072 0.90786 16.69224 -0.12 0.09 -0.39 0.31
H -33.43766 1.64248 11.02642 -0.33 -0.24 -0.23 -0.62
H -34.57743 0.84203 11.87460 0.13 -0.46 -0.42 0.16
```
Forces are in eV/Å.

Computed properties:
frontier orbital gap	1.293	eV
2S+1	1
charge	+3
highest occupied orbital energy	-14.711	eV
electronic energy	-64680.051	eV

LUMO level, record by record: -0.9; -13.4 eV